Density functional theory data (ωB97M-V/def2-TZVPD) for a 6-piece molecular cluster, C91H63F2N3O10Si overall at a distorted geometry.

Last column: Mulliken charge in e.
Atoms and positions in Å:
C1 3.21460 5.76662 4.66478  -0.957
Si1 3.59578 3.94872 4.14287  0.092
C2 5.36492 3.71959 3.46643  -1.091
C3 3.34514 2.89031 5.72656  -0.187
C4 4.25341 3.53917 6.88101  -1.082
C5 3.45389 3.71397 8.24964  0.669
F1 2.50888 4.72468 8.02475  -0.313
F2 4.38617 4.03011 9.24437  -0.316
C6 2.76710 2.31597 8.53256  0.645
C7 1.27568 2.15158 8.55184  -0.504
C8 0.77000 0.78892 8.78463  -0.528
C9 1.68831 -0.38445 9.00806  0.169
N1 1.08824 -1.63206 9.17628  -0.556
C10 1.99686 -2.63053 9.33260  0.662
C11 1.47980 -4.11333 9.48872  -0.507
C12 0.11065 -4.36146 8.75499  -0.035
N2 -0.78717 -5.10440 9.30406  -0.668
C13 3.47753 -2.38733 9.36446  -0.564
N3 4.10825 -1.19275 9.21026  -0.560
C14 3.15034 -0.20241 9.01018  0.354
C15 3.66350 1.19901 8.77044  -0.786
C16 2.37342 3.53018 2.74168  0.516
C17 0.92376 3.75925 3.02136  -0.386
C18 -0.03476 3.46412 1.93409  -0.610
C19 0.40874 2.98634 0.61223  -0.390
C20 1.85777 2.75608 0.37521  -0.358
C21 2.85610 3.02568 1.42631  -0.319
H1 4.14486 6.16575 5.15846  0.329
H2 2.86740 6.39076 3.80150  0.372
H3 2.40627 5.68529 5.45704  0.227
H4 5.60493 2.62268 3.29478  0.321
H5 5.49106 4.22086 2.46932  0.301
H6 6.08834 4.08884 4.24337  0.324
H7 3.65957 1.81415 5.57067  0.384
H8 2.24207 2.95328 5.96186  0.210
H9 4.77724 4.47857 6.56202  0.522
H10 5.06109 2.77151 7.08552  0.337
H11 0.60504 3.02336 8.35755  0.470
H12 -0.34956 0.67709 8.78543  0.379
H13 2.24679 -4.74950 8.94069  0.303
H14 1.48451 -4.47452 10.55155  0.286
H15 -0.13419 -3.94841 7.73490  0.346
H16 -0.39015 -5.38190 10.21424  0.284
H17 4.13774 -3.28756 9.52397  0.343
H18 4.77866 1.35395 8.77612  0.388
H19 0.57252 4.15363 4.01253  0.272
H20 -1.13433 3.60599 2.11792  0.306
H21 -0.35974 2.80908 -0.18922  0.351
H22 2.21603 2.38158 -0.61518  0.339
H23 3.95065 2.85602 1.24246  0.236
C22 0.71205 -0.80526 -6.27212  -0.243
C23 0.28693 0.02741 -5.24029  -0.767
C24 1.19112 0.86928 -4.60854  -0.482
C25 2.52820 0.87377 -4.99801  0.153
C26 2.95917 0.02149 -6.01611  0.319
C27 2.04506 -0.80925 -6.65919  -0.834
C28 4.38940 -0.02064 -6.40866  0.469
O1 4.76582 -0.75987 -7.29798  -0.676
C29 5.35452 0.84898 -5.69115  0.179
C30 6.70879 0.78049 -6.00764  -0.552
C31 7.61753 1.59908 -5.35155  -0.491
C32 7.17614 2.49642 -4.38271  -0.474
C33 5.82841 2.56430 -4.06009  -0.510
C34 4.91535 1.73444 -4.70619  0.256
C35 3.48218 1.79012 -4.32849  0.464
O2 3.09552 2.57164 -3.47822  -0.622
H24 0.00220 -1.45616 -6.77057  0.489
H25 -0.75196 0.02038 -4.93058  0.494
H26 0.85397 1.51928 -3.80936  0.603
H27 2.37224 -1.46309 -7.45917  0.474
H28 7.05771 0.08615 -6.76321  0.468
H29 8.67206 1.54030 -5.59605  0.390
H30 7.88594 3.14041 -3.87596  0.410
H31 5.49020 3.26105 -3.30185  0.503
C36 0.61570 6.91265 -3.33091  -0.633
C37 0.55134 5.54925 -3.05703  -0.547
C38 -0.66947 4.91028 -2.99000  -0.392
C39 -1.84629 5.62728 -3.18342  0.012
C40 -1.78882 6.99910 -3.43564  0.316
C41 -0.55276 7.63789 -3.52028  -0.588
C42 -3.03467 7.78843 -3.59605  0.656
O3 -2.98632 8.98309 -3.81947  -0.670
C43 -4.34160 7.09629 -3.47011  0.143
C44 -5.52056 7.83179 -3.56092  -0.552
C45 -6.74784 7.19206 -3.45754  -0.460
C46 -6.80308 5.81315 -3.27214  -0.475
C47 -5.63111 5.07679 -3.17548  -0.517
C48 -4.39753 5.71698 -3.26449  0.201
C49 -3.15093 4.92497 -3.12427  0.448
O4 -3.19794 3.71994 -2.95806  -0.690
H32 1.57709 7.40990 -3.39126  0.405
H33 1.45986 4.97914 -2.89485  0.538
H34 -0.70328 3.84740 -2.78018  0.596
H35 -0.50113 8.70023 -3.72840  0.470
H36 -5.48373 8.90495 -3.70837  0.462
H37 -7.66425 7.76754 -3.52343  0.395
H38 -7.76242 5.31354 -3.19869  0.399
H39 -5.67916 4.00435 -3.02639  0.463
C50 -2.22913 -7.34851 -3.16920  -0.449
C51 -1.80114 -6.03453 -2.99856  -0.548
C52 -1.75184 -5.17258 -4.08475  -0.565
C53 -2.11927 -5.62465 -5.34940  0.243
C54 -2.52518 -6.94871 -5.52448  0.275
C55 -2.58980 -7.80554 -4.42880  -0.614
C56 -2.87258 -7.45854 -6.87403  0.448
O5 -3.22995 -8.61059 -7.02720  -0.670
C57 -2.76800 -6.54010 -8.03498  0.250
C58 -3.03505 -7.01751 -9.31585  -0.663
C59 -2.95295 -6.16323 -10.40651  -0.504
C60 -2.61285 -4.82592 -10.22185  -0.481
C61 -2.34035 -4.34691 -8.94831  -0.599
C62 -2.40766 -5.20430 -7.85272  0.617
C63 -2.08000 -4.69021 -6.50019  0.341
O6 -1.77838 -3.52224 -6.33782  -0.715
H40 -2.27583 -8.01830 -2.31810  0.398
H41 -1.50779 -5.68255 -2.01616  0.402
H42 -1.42292 -4.14917 -3.94600  0.514
H43 -2.91707 -8.83067 -4.55735  0.469
H44 -3.30359 -8.05693 -9.46538  0.481
H45 -3.15642 -6.53831 -11.40305  0.444
H46 -2.55642 -4.15775 -11.07397  0.446
H47 -2.07153 -3.30579 -8.81026  0.483
C64 -6.92270 -4.88551 -9.54635  -0.737
C65 -5.86574 -4.02824 -9.84178  -0.307
C66 -5.95085 -3.16771 -10.92674  -0.764
C67 -7.08878 -3.16867 -11.72890  0.306
C68 -8.13803 -4.04488 -11.44703  0.150
C69 -8.05614 -4.89498 -10.34680  -0.650
C70 -9.33616 -4.09221 -12.32138  0.667
O7 -10.25254 -4.85276 -12.07438  -0.665
C71 -9.39278 -3.20180 -13.50697  0.152
C72 -10.48364 -3.27413 -14.36958  -0.552
C73 -10.55227 -2.43644 -15.47391  -0.462
C74 -9.53582 -1.51617 -15.71649  -0.470
C75 -8.44430 -1.44420 -14.86297  -0.538
C76 -8.36486 -2.29288 -13.76168  0.182
C77 -7.17644 -2.23178 -12.87588  0.527
O8 -6.28565 -1.43099 -13.08918  -0.663
H48 -6.85861 -5.55121 -8.69287  0.444
H49 -4.97669 -4.03081 -9.22344  0.663
H50 -5.12754 -2.49849 -11.14971  0.529
H51 -8.87390 -5.56778 -10.11607  0.472
H52 -11.27932 -3.98632 -14.18397  0.462
H53 -11.39997 -2.49812 -16.14687  0.395
H54 -9.59400 -0.85737 -16.57549  0.394
H55 -7.65331 -0.72956 -15.05860  0.463
C78 5.97521 -2.82410 18.25929  -0.471
C79 7.05149 -1.99764 17.94712  -0.467
C80 6.97845 -1.14266 16.85669  -0.544
C81 5.83266 -1.11897 16.06609  0.190
C82 4.76357 -1.96477 16.36485  0.153
C83 4.83397 -2.80888 17.47030  -0.551
C84 3.55555 -1.98633 15.50283  0.627
O9 2.62177 -2.72103 15.76505  -0.671
C85 3.51035 -1.10351 14.31185  0.377
C86 2.40894 -1.15294 13.46081  -1.137
C87 2.35097 -0.32185 12.35090  -0.342
C88 3.38910 0.56997 12.09054  -0.180
C89 4.49079 0.61893 12.93273  -1.055
C90 4.55929 -0.22385 14.03977  0.213
C91 5.75795 -0.18800 14.91288  0.532
O10 6.66736 0.58704 14.68501  -0.665
H56 6.02997 -3.48507 19.11688  0.394
H57 7.94741 -2.01960 18.55709  0.397
H58 7.81671 -0.49745 16.62065  0.461
H59 4.00096 -3.45788 17.71413  0.464
H60 1.59641 -1.84248 13.65985  0.496
H61 1.49499 -0.36630 11.68731  0.533
H62 3.34011 1.22319 11.22888  0.719
H63 5.29843 1.31098 12.72364  0.500

Summary:
SMILES: [H]/N=C\Cc1cnc2cc(C(F)(F)CC[Si](C)(C)c3ccccc3)ccc2n1.O=C1c2ccccc2C(=O)c2ccccc21.O=C1c2ccccc2C(=O)c2ccccc21.O=C1c2ccccc2C(=O)c2ccccc21.O=C1c2ccccc2C(=O)c2ccccc21.O=C1c2ccccc2C(=O)c2ccccc21
LUMO in eV: -1.235